# 1
{
  "formula": "C25H19N3O3S",
  "method": "ωB97M-V with the def2-TZVPD basis set",
  "smiles": "COc1cccc(-n2c(SCC(=O)c3c[nH]c4ccccc34)nc3ccccc3c2=O)c1",
  "homo_energy_ha": -0.2957,
  "e_lumo_ha": 0.0136,
  "homo_lumo_gap_ev": 8.42,
  "total_charge": 0,
  "symbols": ["C", "O", "C", "C", "C", "C", "C", "N", "C", "S", "C", "C", "O", "C", "C", "N", "C", "C", "C", "C", "C", "C", "N", "C", "C", "C", "C", "C", "C", "C", "O", "C", "H", "H", "H", "H", "H", "H", "H", "H", "H", "H", "H", "H", "H", "H", "H", "H", "H", "H", "H"],
  "coordinates": [[-5.18, -1.89, -1.34], [-3.80, -1.61, -1.30], [-3.18, -1.59, -0.08], [-3.83, -1.73, 1.15], [-3.09, -1.65, 2.32], [-1.73, -1.42, 2.30], [-1.10, -1.28, 1.07], [0.30, -1.00, 1.01], [0.77, 0.20, 1.46], [-0.41, 1.31, 2.16], [0.27, 2.91, 1.59], [-0.65, 3.39, 0.48], [-1.29, 4.41, 0.59], [-0.80, 2.47, -0.64], [-2.02, 2.11, -1.16], [-1.87, 1.14, -2.10], [-0.54, 0.85, -2.23], [0.09, -0.07, -3.06], [1.47, -0.13, -3.01], [2.20, 0.72, -2.18], [1.57, 1.63, -1.35], [0.18, 1.68, -1.34], [1.99, 0.58, 1.41], [2.91, -0.25, 0.83], [4.25, 0.15, 0.76], [5.18, -0.67, 0.16], [4.80, -1.90, -0.39], [3.49, -2.31, -0.32], [2.53, -1.49, 0.29], [1.14, -1.92, 0.36], [0.69, -2.96, -0.07], [-1.80, -1.39, -0.11], [-5.41, -2.86, -0.90], [-5.76, -1.11, -0.84], [-5.44, -1.90, -2.40], [-4.89, -1.89, 1.20], [-3.60, -1.76, 3.26], [-1.17, -1.35, 3.21], [0.24, 3.60, 2.43], [1.29, 2.70, 1.28], [-2.99, 2.47, -0.87], [-2.62, 0.64, -2.55], [-0.48, -0.70, -3.73], [1.99, -0.84, -3.63], [3.27, 0.66, -2.18], [2.16, 2.29, -0.73], [4.53, 1.10, 1.18], [6.21, -0.36, 0.10], [5.54, -2.52, -0.87], [3.16, -3.25, -0.74], [-1.30, -1.32, -1.06]],
  "mulliken_charge": [-0.997, -0.373, 0.105, -0.543, -1.013, -0.230, -1.019, 0.561, 0.558, -0.048, -0.685, 0.401, -0.590, 0.262, -1.074, 0.122, -0.990, -0.645, -0.768, -0.695, 0.132, 1.396, -0.446, 0.457, -0.554, -0.415, -0.616, -0.760, 0.110, 0.540, -0.662, 0.206, 0.373, 0.380, 0.251, 0.453, 0.402, 0.537, 0.462, 0.285, 0.483, 0.263, 0.436, 0.385, 0.446, 0.460, 0.500, 0.405, 0.432, 0.504, 0.816]
}

=====

# 2
{
  "formula": "C25H20AuN6OSeTe",
  "method": "ωB97M-V with the def2-TZVPD basis set",
  "homo_energy_ha": [-0.3516, -0.4003],
  "e_lumo_ha": [-0.1354, -0.1839],
  "homo_lumo_gap_ev": [5.88, 5.89],
  "total_charge": 1,
  "spin_multiplicity": 3,
  "s_squared": 2.04,
  "symbols": ["Au", "C", "C", "N", "N", "C", "O", "C", "C", "C", "C", "C", "C", "C", "C", "C", "C", "C", "N", "H", "H", "H", "H", "H", "H", "H", "H", "H", "H", "H", "H", "Te", "C", "C", "C", "C", "C", "C", "H", "H", "H", "H", "H", "Se", "N", "C", "C", "C", "C", "N", "C", "N", "H", "H", "H"],
  "coordinates": [[-0.08, -0.12, -0.30], [0.28, -3.86, 2.09], [0.25, -2.78, 1.06], [-0.26, -1.61, 1.30], [-0.81, -1.24, 2.42], [-1.07, 0.05, 2.54], [-0.77, 0.88, 1.63], [-1.69, 0.53, 3.77], [-2.07, 1.87, 3.86], [-2.67, 2.36, 5.00], [-2.88, 1.51, 6.08], [-2.49, 0.18, 6.01], [-1.90, -0.32, 4.86], [0.90, -2.98, -0.22], [1.27, -4.23, -0.70], [2.00, -4.33, -1.87], [2.39, -3.17, -2.53], [1.95, -1.96, -2.02], [1.22, -1.87, -0.92], [-0.09, -3.48, 3.04], [1.29, -4.24, 2.21], [-0.36, -4.69, 1.78], [-1.90, 2.52, 3.01], [-2.97, 3.39, 5.06], [-3.35, 1.88, 6.98], [-2.65, -0.47, 6.86], [-1.59, -1.35, 4.80], [0.99, -5.13, -0.17], [2.28, -5.29, -2.27], [3.02, -3.19, -3.40], [2.19, -1.02, -2.50], [-0.38, 3.07, 0.23], [-0.87, 5.07, -0.40], [0.02, 6.12, -0.25], [-0.33, 7.39, -0.70], [-1.57, 7.60, -1.27], [-2.46, 6.56, -1.42], [-2.12, 5.29, -0.99], [0.97, 5.96, 0.25], [0.37, 8.20, -0.59], [-1.84, 8.60, -1.60], [-3.43, 6.73, -1.86], [-2.81, 4.47, -1.09], [2.12, 4.15, -1.94], [2.28, 3.34, -3.48], [1.52, 2.25, -3.53], [1.40, 1.37, -4.61], [0.55, 0.28, -4.48], [-0.09, 0.04, -3.28], [0.04, 0.85, -2.20], [0.77, 1.95, -2.34], [0.92, 2.87, -1.38], [1.95, 1.56, -5.52], [0.41, -0.40, -5.30], [-0.72, -0.82, -3.15]],
  "lowdin_spin": [0.495, 0.004, 0.006, 0.139, 0.036, 0.017, 0.077, 0.004, 0.001, 0.000, 0.002, 0.000, 0.003, 0.010, 0.004, 0.000, 0.004, 0.013, 0.130, 0.001, 0.001, -0.001, 0.000, 0.000, 0.000, 0.000, 0.001, 0.001, 0.000, 0.001, 0.003, 0.011, 0.006, 0.004, 0.003, -0.001, 0.002, 0.000, 0.001, 0.000, 0.000, 0.000, 0.000, 0.256, 0.290, -0.006, 0.144, 0.015, 0.162, 0.049, -0.003, 0.102, 0.007, -0.003, 0.009]
}

=====

# 3
{
  "formula": "C25H20BF6N4O6S",
  "method": "ωB97M-V with the def2-TZVPD basis set",
  "homo_energy_ha": -0.1280,
  "e_lumo_ha": 0.0701,
  "homo_lumo_gap_ev": 5.39,
  "total_charge": -1,
  "symbols": ["N", "C", "C", "C", "C", "N", "O", "O", "C", "C", "N", "O", "O", "N", "C", "H", "H", "C", "C", "C", "C", "C", "B", "C", "C", "C", "C", "F", "F", "F", "C", "C", "C", "F", "F", "F", "C", "O", "C", "C", "C", "C", "C", "O", "S", "H", "H", "H", "H", "H", "H", "H", "H", "H", "H", "H", "H", "H", "H", "H", "H", "H", "H"],
  "coordinates": [[4.19, 0.96, 1.48], [3.41, 0.12, 1.65], [2.28, -0.80, 1.74], [1.31, -0.97, 2.69], [-0.03, -1.62, 2.37], [-0.25, -2.68, 3.68], [-0.30, -1.93, 4.69], [-0.49, -3.86, 3.68], [-0.22, -2.23, 1.00], [1.01, -2.47, 0.38], [1.53, -3.70, -0.03], [1.04, -4.81, -0.09], [2.93, -3.50, -0.26], [3.32, -2.17, 0.09], [2.19, -1.68, 0.62], [1.54, -0.76, 3.74], [-1.13, -2.82, 0.82], [-4.50, 0.87, -3.68], [-3.87, -0.27, -2.99], [-4.50, -1.30, -2.28], [-3.60, -2.32, -1.92], [-2.26, -1.94, -2.02], [-1.21, -0.57, 2.70], [-1.18, -2.82, -2.11], [0.00, -2.27, -2.66], [0.92, -3.14, -3.20], [2.13, -2.48, -3.85], [2.77, -3.32, -4.71], [1.76, -1.35, -4.56], [3.01, -2.05, -2.89], [0.73, -4.52, -3.11], [-0.39, -5.04, -2.45], [-0.66, -6.52, -2.40], [-0.99, -6.91, -1.12], [-1.71, -6.86, -3.20], [0.43, -7.25, -2.80], [-1.30, -4.19, -1.84], [-1.05, 0.66, 2.15], [-2.19, 1.37, 1.59], [-3.54, 0.81, 2.12], [-3.79, 1.30, 3.56], [-4.61, 1.19, 1.12], [-3.55, -0.75, 2.20], [-2.43, -1.11, 3.06], [-2.19, -0.51, -3.11], [-5.52, 0.56, -3.93], [-4.50, 1.73, -3.00], [-3.94, 1.13, -4.60], [-5.57, -1.30, -2.09], [-3.95, -3.29, -1.57], [0.12, -1.22, -2.87], [1.48, -5.18, -3.51], [-2.18, -4.57, -1.32], [-2.04, 2.40, 1.92], [-2.11, 1.31, 0.51], [-4.73, 0.87, 3.94], [-2.99, 0.96, 4.24], [-3.84, 2.39, 3.60], [-5.57, 0.72, 1.39], [-4.69, 2.28, 1.02], [-4.28, 0.76, 0.16], [-4.45, -1.10, 2.69], [-3.46, -1.18, 1.17]],
  "mulliken_charge": [-0.585, -0.139, 0.111, -1.070, 1.038, 0.939, -0.658, -0.654, -1.654, 1.007, 1.057, -0.865, -0.303, -0.631, 0.250, 0.505, 0.650, -1.271, 0.591, -0.636, -0.945, 1.197, 0.733, 1.056, -0.920, -0.268, 0.684, -0.293, -0.288, -0.207, -0.917, -0.394, 0.748, -0.249, -0.278, -0.289, -0.202, -0.415, -0.997, 2.051, -1.744, -1.665, -0.568, -0.531, -0.353, 0.346, 0.251, 0.360, 0.397, 0.360, 0.517, 0.530, 0.410, 0.315, 0.320, 0.379, 0.285, 0.440, 0.379, 0.374, 0.233, 0.483, -0.009]
}

=====

# 4
{
  "formula": "C25H20BiN5O4S",
  "method": "ωB97M-V with the def2-TZVPD basis set",
  "homo_energy_ha": -0.3104,
  "e_lumo_ha": -0.0469,
  "homo_lumo_gap_ev": 7.17,
  "total_charge": 0,
  "symbols": ["Bi", "C", "C", "C", "C", "N", "C", "N", "C", "N", "C", "N", "C", "C", "C", "C", "C", "N", "C", "C", "C", "C", "C", "C", "H", "H", "H", "H", "H", "H", "H", "H", "H", "H", "H", "H", "C", "C", "C", "C", "C", "C", "C", "H", "H", "H", "H", "H", "H", "H", "H", "O", "S", "O", "O", "O"],
  "coordinates": [[0.92, -0.18, 0.24], [4.39, 2.62, 0.97], [3.73, 3.81, 1.47], [2.45, 3.70, 1.99], [1.85, 2.43, 2.06], [2.39, 1.36, 1.47], [3.66, 1.44, 0.97], [0.69, 2.40, 2.80], [-0.06, 1.34, 2.90], [-0.09, 0.15, 2.18], [-1.26, -0.54, 2.53], [-1.59, -1.72, 2.16], [-1.14, -2.61, 1.23], [-1.98, -3.74, 1.04], [-1.37, -4.82, 0.40], [-0.03, -4.82, -0.07], [0.60, -3.57, -0.01], [0.11, -2.53, 0.66], [-1.96, 0.20, 3.63], [-3.12, 0.02, 4.31], [-3.52, 0.97, 5.25], [-2.77, 2.10, 5.53], [-1.63, 2.36, 4.76], [-1.24, 1.35, 3.81], [5.42, 2.74, 0.67], [4.28, 4.75, 1.42], [1.98, 4.61, 2.43], [4.03, 0.50, 0.53], [-3.05, -3.70, 1.39], [-1.95, -5.74, 0.28], [0.43, -5.58, -0.69], [1.61, -3.37, -0.48], [-3.77, -0.84, 4.14], [-4.37, 0.77, 5.93], [-3.08, 2.83, 6.32], [-0.95, 3.22, 4.87], [2.56, -0.07, -4.48], [1.10, -0.36, -4.88], [0.76, -1.46, -5.66], [-0.53, -1.86, -5.93], [-1.57, -1.11, -5.44], [-1.26, 0.08, -4.68], [0.06, 0.48, -4.48], [3.12, -0.90, -3.97], [2.39, 0.79, -3.79], [3.21, 0.25, -5.30], [1.61, -2.05, -6.14], [-0.71, -2.75, -6.52], [-2.59, -1.41, -5.62], [-2.12, 0.58, -4.17], [0.21, 1.41, -3.93], [-2.00, 1.65, -2.02], [-1.21, 1.40, -0.84], [-1.14, -0.20, -0.63], [0.32, 1.66, -1.02], [-1.78, 1.97, 0.41]],
  "mulliken_charge": [1.477, -0.818, -0.189, -0.667, 0.599, -0.306, -0.175, -0.504, 0.024, -0.274, 0.362, -0.406, 0.450, -0.840, -0.099, -0.986, 0.213, -0.155, -0.055, -0.070, -0.606, -0.507, -0.314, 0.614, 0.399, 0.418, 0.401, 0.378, 0.369, 0.370, 0.368, 0.283, 0.483, 0.316, 0.334, 0.441, -1.226, 0.650, -0.235, -0.475, -0.531, -0.442, -0.259, 0.260, 0.276, 0.329, 0.219, 0.387, 0.405, 0.298, 0.337, -0.573, 1.195, -0.625, -0.687, -0.634]
}

=====

no.,total energy (hartree)
1,-1752.30042
2,-4173.26274
3,-2657.20047
4,-2152.21881